[1]
Entry from the Open Molecules 2025 dataset: a single C8H11NO3 molecule (ωB97M-V with the def2-TZVPD basis set).

Last column: Löwdin charge in e.
Cartesian coordinates (Å):
C 1.1722 1.6296 0.5948  0.014
C 1.1758 0.1356 0.5244  -0.361
O 2.1938 -0.5096 0.4411  0.104
C -0.2145 -0.5129 0.5595  -0.409
C -0.6486 -0.5309 2.0381  0.020
C -1.1876 0.2132 -0.3126  -0.057
C -1.2898 0.0522 -1.6419  -0.096
C -0.5355 -0.8066 -2.5027  -0.088
C 0.3031 -1.8095 -2.1568  -0.057
N 0.4956 -2.3298 -0.9195  -0.189
O 1.7073 -2.9311 -0.6324  0.029
O -0.1868 -1.9285 0.1843  0.012
H 2.1762 1.9864 0.8127  0.093
H 0.4671 1.9946 1.3345  0.092
H 0.8658 2.0050 -0.3815  0.100
H 0.2041 -0.3877 2.6995  0.095
H -1.0843 -1.5046 2.2423  0.097
H -1.3911 0.2352 2.2397  0.084
H -1.8698 0.8790 0.1931  0.106
H -2.0188 0.6683 -2.1518  0.103
H -0.6701 -0.6354 -3.5606  0.092
H 0.8687 -2.3403 -2.9072  0.130
H 2.2854 -2.2579 -0.2110  0.086

The value obtained for the relative energy (zero: lowest compared OMol25 entry of this formula, charge and spin) is 101.1 kcal per mole. Its total energy is -591.7658 a.u. Its LUMO energy is 0.767 eV. As for the structure (SMILES): CC(=O)[C@@]1(C)C=CC=CN(O)O1. The value obtained for the orbital gap is 8.56 eV.


[2]
Entry from the Open Molecules 2025 dataset: a molecular structure, C24H13AsCl5Tl at a distorted geometry (ωB97M-V with the def2-TZVPD basis set).

Last column: Löwdin charge in e.
Cartesian coordinates (Å):
Tl 2.3946 -2.4858 -0.1440  1.054
Cl 4.8460 -0.3619 -1.1121  0.614
C 4.8644 -0.0300 0.5878  -0.715
C 3.6733 0.0999 1.3466  -0.394
C 2.3574 0.3388 0.9179  -0.229
Cl 0.8558 0.4736 0.9341  0.612
C 4.0882 0.2368 2.7070  -0.688
Cl 2.9961 0.4429 4.0176  0.695
C 5.4625 0.1639 2.7609  -0.751
Cl 6.4408 0.2505 4.1684  0.653
C 5.9476 -0.0087 1.4379  -0.753
Cl 7.5932 -0.1999 0.9956  0.655
C -5.1000 0.0487 -2.5636  -0.086
C -4.2445 -0.6420 -3.4094  -0.088
C -2.8768 -0.4223 -3.3369  -0.152
C -2.3531 0.4777 -2.4087  -0.445
C -3.2143 1.1607 -1.5594  -0.096
C -4.5833 0.9482 -1.6412  -0.078
As -0.4035 0.5728 -2.3560  1.392
C -0.3111 -1.1857 -0.8353  -0.232
C -0.6046 -2.4617 -1.2645  -0.166
C -0.6289 -3.5362 -0.3713  -0.131
C -0.3594 -3.2912 0.9711  -0.141
C -0.0188 -2.0144 1.3810  -0.132
C 0.1339 -0.8974 0.4996  -0.500
C 0.5209 1.3234 -0.2395  -0.407
C 0.2012 1.3588 1.9439  -0.176
C -0.4766 2.4762 2.3217  -0.038
C -0.7812 3.3418 1.1710  -0.069
C -0.7468 3.1892 -0.3017  -0.096
C -0.1203 2.1302 -1.0604  -0.349
H -6.1683 -0.1129 -2.6237  0.104
H -4.6419 -1.3443 -4.1309  0.103
H -2.2096 -0.9472 -4.0129  0.088
H -2.8218 1.8511 -0.8242  0.083
H -5.2491 1.4886 -0.9807  0.105
H -0.8906 -2.6173 -2.2994  0.103
H -0.9119 -4.5235 -0.7098  0.110
H -0.4416 -4.0841 1.7024  0.117
H 0.2370 -1.7604 2.4081  0.124
H 1.0310 -0.3135 1.9574  0.029
H -0.7864 2.7243 3.3231  0.105
H -1.3112 4.2477 1.4493  0.080
H -1.3883 3.8946 -0.8171  0.088

The value obtained for the relative energy (zero: lowest compared OMol25 entry of this formula, charge and spin) is 349.6 kcal per mole. Its total energy is -5630.6080 a.u. Its LUMO energy is -0.950 eV. The value obtained for the orbital gap is 5.04 eV.


[3]
Entry from the Open Molecules 2025 dataset: a molecular structure, C43H47BF9N3O6SSi2 at a distorted geometry (ωB97M-V with the def2-TZVPD basis set).

Last column: Löwdin charge in e.
Cartesian coordinates (Å):
C -3.4609 -4.8678 -1.8314  -0.156
N -3.2201 -3.5710 -2.5716  -0.198
C -2.5547 -2.5156 -1.7172  -0.296
Si -1.0107 -3.1077 -0.7317  0.547
O -0.0578 -4.3590 -1.5136  -0.198
C -0.0650 -4.2327 -2.9836  -0.202
N -0.3198 -4.4287 -4.2612  0.128
O -0.1138 -1.6792 -0.2418  -0.309
Si 1.6208 -1.9538 -0.2003  0.499
O 2.1962 -2.2287 -1.8722  -0.215
B 2.4173 -0.2267 0.3117  -0.444
N 2.3313 0.8690 -0.7783  0.082
O 3.0831 0.0265 1.6067  0.000
S 2.2795 -3.4876 1.1674  0.761
O 1.7300 -4.9064 0.8847  -0.358
O 1.7193 -3.0812 2.5862  -0.348
C 4.1356 -3.6388 1.3663  -0.244
F 4.5922 -2.7022 2.4604  0.004
F 4.3809 -5.0181 1.9331  0.015
C 5.0017 -3.4766 -0.0162  -0.085
F 4.2461 -4.2522 -1.0696  0.030
F 5.1778 -2.0405 -0.4518  0.024
C 6.5606 -4.0654 0.1015  -0.069
F 7.4335 -3.1319 -0.7046  0.024
F 7.0991 -3.9896 1.4953  0.051
C 6.7432 -5.5469 -0.6010  -0.125
F 8.1584 -5.9683 -0.2808  0.024
F 5.8654 -6.6034 -0.0478  0.062
F 6.7095 -5.4724 -2.1098  0.040
H -3.7421 -4.7530 -0.7011  0.100
H -4.4101 -5.3722 -2.3507  0.094
H -2.5684 -5.6157 -2.0321  0.091
H -2.7559 -3.7052 -3.4961  0.088
H -2.2531 -1.5343 -2.2824  0.097
H -3.3669 -2.1861 -0.9072  0.119
H -1.5310 -3.7129 0.5216  0.040
H 1.4621 -1.9319 -2.5142  0.088
H 3.2752 0.9837 -1.2382  0.096
H 1.7169 0.4856 -1.5584  0.068
H 4.0178 -0.3694 1.5769  0.112
C -8.8183 -3.1092 -2.0083  -0.099
C -7.4741 -2.8129 -2.2325  -0.096
C -6.7668 -3.4880 -3.2269  -0.104
C -7.4072 -4.4533 -4.0045  -0.096
C -8.7524 -4.7469 -3.7828  -0.093
C -9.4571 -4.0783 -2.7821  -0.097
H -9.3682 -2.5852 -1.2309  0.097
H -6.9771 -2.0558 -1.6311  0.095
H -5.7177 -3.2618 -3.3968  0.078
H -6.8575 -4.9761 -4.7828  0.100
H -9.2517 -5.4980 -4.3899  0.101
H -10.5036 -4.3112 -2.6060  0.088
C 4.7142 5.1136 2.0121  -0.087
C 5.5977 5.7505 1.1412  -0.102
C 5.7709 5.2662 -0.1551  -0.112
C 5.0525 4.1497 -0.5839  -0.089
C 4.1662 3.5151 0.2859  -0.088
C 4.0000 3.9938 1.5852  -0.081
H 4.5820 5.4892 3.0234  0.089
H 6.1523 6.6246 1.4732  0.102
H 6.4644 5.7587 -0.8313  0.100
H 5.1837 3.7751 -1.5956  0.098
H 3.6053 2.6460 -0.0489  0.057
H 3.3135 3.4958 2.2644  0.103
C -12.1980 -6.5476 0.3101  -0.094
C -13.3957 -7.2513 0.1875  -0.097
C -14.5045 -6.6450 -0.4021  -0.098
C -14.4125 -5.3370 -0.8787  -0.097
C -13.2136 -4.6346 -0.7595  -0.101
C -12.1075 -5.2378 -0.1614  -0.105
H -11.3351 -7.0193 0.7728  0.101
H -13.4653 -8.2729 0.5527  0.100
H -15.4396 -7.1913 -0.4914  0.100
H -15.2750 -4.8660 -1.3427  0.100
H -13.1415 -3.6158 -1.1325  0.100
H -11.1753 -4.6884 -0.0638  0.092
C 9.9788 6.5570 1.2879  -0.092
C 11.3229 6.8533 1.0637  -0.098
C 12.0302 6.1782 0.0693  -0.099
C 11.3899 5.2129 -0.7083  -0.098
C 10.0446 4.9193 -0.4866  -0.093
C 9.3399 5.5879 0.5141  -0.092
H 9.4288 7.0810 2.0653  0.100
H 11.8200 7.6103 1.6651  0.100
H 13.0793 6.4044 -0.1007  0.099
H 11.9395 4.6901 -1.4866  0.099
H 9.5454 4.1682 -1.0938  0.100
H 8.2934 5.3550 0.6902  0.070
C 3.3407 7.4220 8.0441  -0.098
C 3.1764 6.1262 7.5554  -0.097
C 2.9437 5.9169 6.1964  -0.098
C 2.8850 7.0039 5.3237  -0.104
C 3.0530 8.2994 5.8120  -0.097
C 3.2765 8.5093 7.1724  -0.098
H 3.5187 7.5849 9.1038  0.100
H 3.2291 5.2788 8.2343  0.100
H 2.8090 4.9077 5.8169  0.099
H 2.7085 6.8407 4.2639  0.093
H 3.0088 9.1463 5.1315  0.100
H 3.4018 9.5191 7.5533  0.099
C -2.4532 3.6485 -2.6790  -0.095
C -1.9831 2.6144 -1.8702  -0.097
C -2.8367 1.5767 -1.4971  -0.105
C -4.1592 1.5680 -1.9415  -0.096
C -4.6283 2.6003 -2.7535  -0.094
C -3.7771 3.6429 -3.1189  -0.094
H -1.7886 4.4589 -2.9668  0.101
H -0.9507 2.6176 -1.5296  0.096
H -2.4720 0.7745 -0.8613  0.088
H -4.8233 0.7569 -1.6549  0.095
H -5.6584 2.5926 -3.1011  0.102
H -4.1444 4.4498 -3.7469  0.101

Its total energy is -4183.0407 a.u. Its LUMO energy is -1.828 eV. The value obtained for the orbital gap is 7.28 eV.


[4]
Entry from the Open Molecules 2025 dataset: a molecular structure, C9H18BF4NOTl at a distorted geometry (ωB97M-V with the def2-TZVPD basis set).

Last column: Löwdin charge in e.
Cartesian coordinates (Å):
Tl 4.2659 3.4729 1.5934  0.976
C -0.8283 0.6961 2.0121  -0.011
C -0.7340 -0.6275 1.1942  -0.428
C -1.8578 -0.5273 0.0882  -0.087
C -1.6533 -1.6259 -1.0214  -0.166
C -0.3434 -1.4322 -1.6906  -0.147
C 0.8862 -1.4283 -0.6975  -0.458
N 0.6364 -0.6815 0.5629  0.175
O 1.7213 -0.7245 1.5047  0.145
C 1.9287 -0.6524 -1.5079  -0.014
C 1.3587 -2.8609 -0.5441  0.019
C -1.0005 -1.8329 2.0552  0.003
H -1.7613 0.8696 2.5482  0.113
H -0.5703 1.5698 1.4136  0.096
H -0.0576 0.9281 2.7472  0.081
H -1.9388 0.4191 -0.4465  0.132
H -2.8490 -0.6341 0.5289  0.131
H -2.4915 -1.6471 -1.7179  0.135
H -1.5697 -2.5870 -0.5139  0.108
H -0.4215 -0.5654 -2.3469  0.136
H -0.2645 -2.3075 -2.3354  0.133
H 2.9506 -0.8905 -1.2128  0.094
H 1.7719 0.4253 -1.5543  0.105
H 1.8180 -0.9429 -2.5526  0.106
H 0.6305 -3.4121 0.0508  0.092
H 2.3640 -2.7634 -0.1342  0.099
H 1.4467 -3.3005 -1.5377  0.116
H -2.0677 -2.0027 2.1981  0.117
H -0.5999 -1.7728 3.0672  0.109
H -0.6550 -2.7535 1.5851  0.080
B -0.0505 5.8805 -0.6730  -1.576
F 0.2332 6.9589 -1.4524  0.132
F 0.7573 4.8489 -0.9789  0.127
F 0.2893 6.3023 0.5488  0.145
F -1.3442 5.6016 -0.7804  0.182

Its total energy is -1080.2313 a.u. Its LUMO energy is -8.345 eV. The value obtained for the orbital gap is 2.98 eV. The charge is +1.


[5]
Entry from the Open Molecules 2025 dataset: a molecular structure, C25H21FIrN6O6S (ωB97M-V with the def2-TZVPD basis set).

Last column: Löwdin charge in e.
Cartesian coordinates (Å):
Ir -0.3114 -0.5041 0.8537  1.411
C -0.5489 -4.1686 -3.6053  -0.020
C 0.2941 -3.3412 -2.6793  -0.241
C 1.2156 -2.4241 -3.1880  -0.001
C 1.9998 -1.6455 -2.3507  -0.052
C 1.8742 -1.7933 -0.9772  -0.335
C 0.9985 -2.7327 -0.4363  -0.136
C 0.2078 -3.4872 -1.2960  -0.032
S 2.8748 -0.7869 0.0578  0.658
O 3.9488 -1.5309 0.6243  -0.223
O 3.1175 0.4522 -0.6231  -0.262
N 1.7493 -0.4338 1.2845  -0.183
C 2.1417 0.0464 2.4664  -0.223
C 3.4706 0.3395 2.8731  0.062
C 3.7200 0.8546 4.1343  -0.002
C 2.6946 1.0934 5.0310  0.064
C 1.3415 0.8203 4.6754  -0.119
C 0.2522 1.0462 5.5376  0.057
C -1.0210 0.7582 5.1111  0.006
C -1.2015 0.2455 3.8264  -0.070
N -0.1864 0.0239 3.0020  -0.029
C 1.0704 0.3046 3.4070  -0.152
H -1.0916 -3.5304 -4.3042  0.092
H -1.2716 -4.7714 -3.0578  0.084
H 0.0743 -4.8415 -4.1957  0.102
H 1.3263 -2.3214 -4.2611  0.136
H 2.7038 -0.9322 -2.7629  0.130
H 1.0055 -2.9689 0.6226  0.109
H -0.4580 -4.2353 -0.8793  0.123
H 4.2935 0.1604 2.1978  0.120
H 4.7402 1.0715 4.4192  0.134
H 2.9081 1.4928 6.0149  0.140
H 0.4250 1.4445 6.5301  0.142
H -1.8810 0.9221 5.7450  0.129
H -2.1906 0.0107 3.4522  0.124
N -2.9690 -1.7156 -0.0229  0.017
C -4.1863 -1.4539 -0.5185  -0.033
C -4.2662 -0.0907 -0.7105  -0.012
C -3.0320 0.4048 -0.3013  -0.131
N -2.2388 -0.5886 0.1104  -0.196
H -2.5668 -2.6092 0.2033  0.155
H -4.8970 -2.2448 -0.6980  0.143
H -5.1074 0.4618 -1.0929  0.123
H -2.6633 1.4183 -0.2608  0.113
F -1.5866 -0.2019 -3.4721  0.166
C -1.3310 1.0353 -3.1298  -0.147
C -0.1672 1.3644 -2.5394  0.068
N 0.0725 2.6548 -2.1607  0.047
C 1.1471 2.9314 -1.3125  0.030
C 0.6491 2.5686 0.2809  -0.543
O 1.1766 3.2544 1.1002  0.176
O -0.2092 1.6354 0.3177  -0.163
C -0.8803 3.7159 -2.3941  -0.395
O -0.6460 4.8254 -2.0268  0.199
N -2.0320 3.3157 -3.0273  0.242
C -2.3928 2.0250 -3.4044  -0.372
O -3.4525 1.7480 -3.8872  0.183
H 0.6140 0.6462 -2.3425  0.134
H 1.4160 3.9771 -1.2918  0.143
H 1.9687 2.2354 -1.4556  0.118
H -2.7057 4.0497 -3.2128  0.192

Its spin multiplicity is 6. Its total energy is -2346.9984 a.u. Its LUMO energy (spin up / spin down) is -6.352 / -9.184 eV. The value obtained for the orbital gap (spin up / spin down) is 7.67 / 5.86 eV. The charge is +2. As for the expectation value of S²: 8.823.


What did the second record say?
Entry from the Open Molecules 2025 dataset: a molecular structure, C24H13AsCl5Tl at a distorted geometry (ωB97M-V with the def2-TZVPD basis set).

Last column: Löwdin charge in e.
Cartesian coordinates (Å):
Tl 2.3946 -2.4858 -0.1440  1.054
Cl 4.8460 -0.3619 -1.1121  0.614
C 4.8644 -0.0300 0.5878  -0.715
C 3.6733 0.0999 1.3466  -0.394
C 2.3574 0.3388 0.9179  -0.229
Cl 0.8558 0.4736 0.9341  0.612
C 4.0882 0.2368 2.7070  -0.688
Cl 2.9961 0.4429 4.0176  0.695
C 5.4625 0.1639 2.7609  -0.751
Cl 6.4408 0.2505 4.1684  0.653
C 5.9476 -0.0087 1.4379  -0.753
Cl 7.5932 -0.1999 0.9956  0.655
C -5.1000 0.0487 -2.5636  -0.086
C -4.2445 -0.6420 -3.4094  -0.088
C -2.8768 -0.4223 -3.3369  -0.152
C -2.3531 0.4777 -2.4087  -0.445
C -3.2143 1.1607 -1.5594  -0.096
C -4.5833 0.9482 -1.6412  -0.078
As -0.4035 0.5728 -2.3560  1.392
C -0.3111 -1.1857 -0.8353  -0.232
C -0.6046 -2.4617 -1.2645  -0.166
C -0.6289 -3.5362 -0.3713  -0.131
C -0.3594 -3.2912 0.9711  -0.141
C -0.0188 -2.0144 1.3810  -0.132
C 0.1339 -0.8974 0.4996  -0.500
C 0.5209 1.3234 -0.2395  -0.407
C 0.2012 1.3588 1.9439  -0.176
C -0.4766 2.4762 2.3217  -0.038
C -0.7812 3.3418 1.1710  -0.069
C -0.7468 3.1892 -0.3017  -0.096
C -0.1203 2.1302 -1.0604  -0.349
H -6.1683 -0.1129 -2.6237  0.104
H -4.6419 -1.3443 -4.1309  0.103
H -2.2096 -0.9472 -4.0129  0.088
H -2.8218 1.8511 -0.8242  0.083
H -5.2491 1.4886 -0.9807  0.105
H -0.8906 -2.6173 -2.2994  0.103
H -0.9119 -4.5235 -0.7098  0.110
H -0.4416 -4.0841 1.7024  0.117
H 0.2370 -1.7604 2.4081  0.124
H 1.0310 -0.3135 1.9574  0.029
H -0.7864 2.7243 3.3231  0.105
H -1.3112 4.2477 1.4493  0.080
H -1.3883 3.8946 -0.8171  0.088

The value obtained for the relative energy (zero: lowest compared OMol25 entry of this formula, charge and spin) is 349.6 kcal per mole. Its total energy is -5630.6080 a.u. Its LUMO energy is -0.950 eV. The value obtained for the orbital gap is 5.04 eV.